DFT (ωB97M-V with the def2-TZVPD basis set) results for 13 unconnected molecules or ions with the total composition H26O13.

Output
* strongest force on any atom: 14.533 eV/Å
* Kohn-Sham gap: 8.99 eV
* LUMO level: -0.549 eV
* HOMO: -9.535 eV

```
39
Properties=species:S:1:pos:R:3:lowdin_charge:R:1
O 4.274 0.657 0.389 -0.08
H 4.519 0.080 -0.373 0.06
H 3.773 -0.064 0.830 0.05
O -0.140 -1.621 0.148 -0.11
H -0.170 -0.756 0.526 0.03
H 0.730 -2.013 0.565 0.10
O -1.343 0.960 -1.265 -0.09
H -0.574 1.595 -1.538 0.10
H -1.915 1.324 -0.628 0.00
O 0.871 -0.770 3.003 -0.02
H 1.409 -0.015 3.307 0.01
H 1.338 -1.523 2.949 -0.03
O 1.915 1.642 2.932 -0.10
H 2.520 2.203 2.364 0.07
H 1.040 2.101 2.627 0.11
O -2.057 0.482 2.695 -0.12
H -1.606 1.079 2.030 0.01
H -1.908 0.561 3.692 0.08
O 1.008 -1.167 -2.237 -0.14
H 0.417 -1.325 -1.409 0.00
H 1.291 -0.229 -2.513 0.07
O 1.695 -3.268 -0.329 -0.10
H 1.734 -3.079 -1.301 0.06
H 1.279 -4.182 -0.243 0.10
O -1.417 -2.700 -1.504 -0.05
H -1.037 -1.854 -1.295 -0.06
H -1.852 -2.690 -2.335 0.03
O 1.712 2.309 -1.088 -0.14
H 1.852 3.111 -1.694 0.07
H 2.583 2.435 -0.489 0.09
O -3.563 -1.319 -0.123 -0.11
H -2.529 -0.934 -0.131 0.10
H -4.083 -0.839 -0.737 -0.01
O -2.395 0.127 -3.181 -0.13
H -1.454 -0.056 -2.789 0.05
H -2.231 1.038 -3.469 0.02
O -1.736 2.641 0.920 0.02
H -1.290 3.136 0.446 -0.10
H -2.662 2.924 1.249 0.15
```



DFT (ωB97M-V with the def2-TZVPD basis set) results for 13 unconnected molecules or ions with the total composition H26O13.

Output
* strongest force on any atom: 5.888 eV/Å
* Kohn-Sham gap: 9.28 eV
* LUMO level: -0.440 eV
* HOMO: -9.718 eV

```
39
Properties=species:S:1:pos:R:3:lowdin_charge:R:1
O -0.408 -0.074 -0.652 -0.14
H -0.480 0.280 0.330 0.07
H 0.470 -0.139 -0.867 -0.03
O 1.386 3.549 0.415 -0.11
H 1.937 3.738 -0.428 0.08
H 0.862 2.768 0.187 -0.04
O 2.735 -0.819 -0.769 -0.09
H 3.428 -1.056 -1.400 0.07
H 3.315 -0.141 -0.154 0.17
O -1.899 -2.590 0.038 -0.01
H -1.437 -1.809 -0.164 -0.05
H -2.662 -2.274 -0.441 0.02
O -3.067 0.037 -0.912 0.00
H -3.181 -0.520 -1.655 0.03
H -2.205 -0.044 -0.595 -0.06
O -0.580 2.133 -0.718 -0.09
H -1.106 2.682 -1.225 0.06
H -0.267 1.530 -1.540 0.15
O 1.269 1.365 2.060 0.00
H 1.595 1.758 2.777 -0.02
H 0.418 1.877 1.973 0.07
O -1.786 -0.950 3.039 -0.02
H -2.362 -0.591 2.344 0.04
H -1.749 -1.762 2.580 0.01
O -1.427 1.090 1.212 -0.02
H -1.286 1.686 0.530 -0.05
H -2.356 1.100 1.312 0.07
O 1.570 1.114 -2.038 -0.06
H 1.746 1.511 -2.927 0.11
H 2.428 0.954 -1.631 0.03
O -0.119 -1.228 -3.370 -0.08
H -0.011 -0.733 -2.576 -0.05
H -0.602 -2.009 -2.886 0.10
O 1.336 -3.096 0.217 -0.09
H 0.958 -2.923 1.138 0.04
H 1.920 -2.508 -0.169 -0.07
O 0.739 -1.693 2.355 -0.07
H 1.091 -0.814 2.422 0.01
H -0.211 -1.398 2.188 0.03
```



> Among the records above, which one has the lowest LUMO level?

number 1



> strongest force on any atom of number 1 (H26O13)?

14.533 eV/Å



> Number 2 is which compound?

H26O13